ORCA calculation (ωB97M-V/def2-TZVPD) on C4H5N3O in the gas phase.

```
13
Properties=species:S:1:pos:R:3:forces:R:3:nbo_charge:R:1
N 1.9375 -0.9620 0.0495 1.3 4.5 0.4 0.081
N 0.9012 1.3217 0.2329 -2.2 -1.1 -1.1 -0.563
O 2.9782 -0.2149 -0.1289 -2.7 -2.7 0.4 -0.408
C 0.7941 -0.1280 0.3696 3.7 -0.5 -2.1 0.088
H 1.7291 1.7676 -0.2314 -1.1 -1.0 0.9 0.440
H -0.2253 -2.7221 -0.0967 -1.4 2.5 0.5 0.422
N -0.8971 -1.8785 0.0223 -0.4 -4.6 -0.5 -0.783
H -0.7258 2.7693 0.0197 0.2 -0.6 -0.6 0.220
H -1.9081 -2.1797 -0.0607 2.0 1.2 0.1 0.410
C -0.4299 1.7175 -0.1061 0.0 -2.3 2.0 0.027
C -1.2858 0.5754 -0.0465 0.4 1.1 -0.6 -0.347
H -2.4037 0.5619 -0.1076 1.3 0.2 0.0 0.226
C -0.4644 -0.6281 0.0839 -1.1 3.1 0.6 0.188
```
Positions in Å, forces in eV/Å.

## Properties
2S+1: 1
LUMO energy in eV: -0.28
Energy above the lowest of the compared OMol25 structures with the same formula, charge and spin in eV: 4.235
Charge: 0
Calculated total energy in a.u.: -394.8119